[1]
Molecular formula: C3H8ILiNO3P
Method: DFT, ωB97M-V/def2-TZVPD

XYZ file:
```
18
Properties=species:S:1:pos:R:3:mulliken_charge:R:1
O -0.71 -2.17 -0.59 -0.709
P -0.77 -0.76 -1.35 0.816
O -1.84 -0.83 -2.76 -0.551
O 0.82 -0.38 -2.01 -0.561
N -1.43 0.54 -0.30 -0.629
C -0.85 0.49 1.10 -0.436
C 0.62 1.22 1.08 -0.413
C 1.83 0.37 1.77 -0.658
I 1.25 -0.51 3.74 -0.039
H -1.77 0.13 -3.12 0.315
H 1.55 -0.57 -1.33 0.308
H -0.85 -0.61 1.50 0.280
H -1.53 1.13 1.84 0.271
H 0.91 1.36 -0.06 0.204
H 0.49 2.31 1.53 0.264
H 2.17 -0.46 1.01 0.226
H 2.76 1.07 2.02 0.380
Li -2.65 -2.33 -4.09 0.931
```

HOMO level = -6.58 eV
E = -28466.0480 eV
Molecular weight = 270.92 g mol⁻¹

[2]
Molecular formula: C6H28O8
Method: DFT, ωB97M-V/def2-TZVPD

XYZ file:
```
42
Properties=species:S:1:pos:R:3:mulliken_charge:R:1
C -0.02 2.15 3.02 -0.332
O -0.83 2.72 4.00 -0.554
H 0.15 2.95 2.31 0.209
H 0.95 1.85 3.40 0.324
H -0.39 1.18 2.68 0.052
H -1.03 2.07 4.68 0.299
C 0.52 2.32 -2.90 -0.461
O -0.71 1.96 -3.56 -0.591
H 1.31 2.39 -3.65 0.346
H 0.60 3.20 -2.26 0.247
H 0.78 1.41 -2.35 -0.018
H -1.32 1.83 -2.83 0.410
C 0.17 -3.14 1.21 -0.241
O 1.43 -3.40 1.77 -0.549
H 0.20 -3.01 0.13 0.047
H -0.39 -3.99 1.61 0.323
H -0.23 -2.27 1.71 0.135
H 2.12 -2.89 1.35 0.272
C -3.09 -0.70 1.80 -0.579
O -3.02 -0.90 0.39 -0.506
H -2.28 -1.09 2.42 0.183
H -2.91 0.37 1.87 0.218
H -4.12 -0.90 2.06 0.283
H -2.16 -0.53 0.16 0.528
C 1.52 -2.13 -2.44 -0.523
O 0.18 -1.95 -2.35 -0.555
H 1.74 -2.80 -3.27 0.448
H 1.96 -1.16 -2.68 0.128
H 1.92 -2.53 -1.51 0.077
H -0.16 -2.42 -3.11 0.305
C 2.52 1.11 0.31 -0.748
O 1.83 -0.11 0.59 -0.470
H 1.85 1.97 0.35 0.230
H 3.39 1.28 0.95 0.334
H 2.97 1.00 -0.68 0.314
H 2.55 -0.75 0.59 0.216
O -2.51 1.82 -1.74 -0.662
H -2.00 1.15 -1.29 0.444
H -2.69 2.49 -1.07 0.298
O -0.60 0.04 -0.55 -0.285
H 0.19 0.15 -0.02 0.038
H -0.43 -0.75 -1.07 0.368
```

HOMO level = -9.47 eV
E = -23052.5995 eV
Molecular weight = 228.28 g mol⁻¹
SMILES = CO.CO.CO.CO.CO.CO.O.O

[3]
Molecular formula: C27H27FN3SV
Method: DFT, ωB97M-V/def2-TZVPD

XYZ file:
```
60
Properties=species:S:1:pos:R:3:mulliken_spin:R:1
V -0.43 0.91 0.37 2.164
C -3.07 0.25 -0.68 -0.066
C -3.04 1.17 -1.89 0.007
C -2.98 2.65 -1.53 0.013
C -2.01 0.72 -2.91 -0.019
C -2.47 0.26 -4.14 -0.001
C -1.60 -0.21 -5.10 0.001
C -0.25 -0.29 -4.81 0.001
C 0.26 0.12 -3.58 -0.028
C 1.76 -0.11 -3.39 0.000
C 2.20 -0.66 -2.03 0.018
C 2.63 1.07 -3.82 -0.001
C -0.63 0.69 -2.65 -0.006
N -0.11 1.26 -1.45 -0.054
C 0.62 2.45 -1.58 -0.017
C 0.50 3.35 -2.64 0.000
C 1.24 4.52 -2.65 -0.002
C 2.10 4.84 -1.61 0.005
C 2.22 3.98 -0.53 0.002
C 1.48 2.82 -0.56 0.019
F 1.54 1.94 0.52 0.020
H -3.85 0.51 0.04 -0.001
H -2.14 0.28 -0.09 0.021
H -3.15 -0.80 -0.97 0.001
H -4.01 1.01 -2.38 -0.002
H -2.05 2.93 -1.03 0.002
H -3.80 2.91 -0.86 -0.001
H -3.07 3.26 -2.43 0.001
H -3.54 0.29 -4.34 0.000
H -1.97 -0.55 -6.06 0.000
H 0.43 -0.71 -5.54 0.000
H 1.97 -0.92 -4.10 -0.001
H 2.34 0.12 -1.28 0.003
H 3.15 -1.17 -2.14 0.001
H 1.48 -1.38 -1.64 -0.001
H 2.52 1.92 -3.14 0.000
H 2.37 1.40 -4.82 0.000
H 3.68 0.78 -3.81 0.000
H -0.16 3.10 -3.46 0.001
H 1.14 5.20 -3.49 0.000
H 2.67 5.76 -1.62 0.001
H 2.87 4.18 0.31 0.000
C -0.33 -0.98 1.21 -0.101
C 0.97 -1.06 1.92 0.031
C 2.03 -1.83 1.42 0.001
C 3.28 -1.80 2.01 0.006
C 3.50 -1.00 3.13 -0.008
C 2.45 -0.25 3.65 -0.003
C 1.21 -0.28 3.05 0.011
C 4.80 -0.96 3.74 0.001
N 5.84 -0.91 4.22 -0.003
H -1.18 -0.94 1.91 0.004
H -0.49 -1.80 0.51 0.002
H 1.86 -2.46 0.55 0.003
H 4.08 -2.40 1.61 0.000
H 2.62 0.36 4.53 0.000
H 0.40 0.32 3.47 0.002
S -1.15 2.60 1.85 -0.042
C -2.77 2.12 2.07 0.015
N -3.87 1.78 2.21 -0.001
```

HOMO level (alpha / beta) = -8.27 / -8.64 eV
E = -72147.6647 eV
Molecular weight = 495.54 g mol⁻¹
2S+1 = 3

[4]
Molecular formula: C65H141N7O9
Method: DFT, ωB97M-V/def2-TZVPD

XYZ file:
```
222
Properties=species:S:1:pos:R:3:mulliken_charge:R:1
C 5.50 -11.97 4.73 -2.121
C 6.74 -11.07 4.81 2.784
C 7.66 -11.53 5.97 -1.504
C 7.53 -11.31 3.49 -1.364
C 8.42 -10.15 3.06 -0.499
C 7.59 -8.88 3.06 -1.304
C 7.09 -8.54 4.45 1.854
C 8.21 -8.08 5.44 -1.222
C 6.18 -7.31 4.29 -2.112
N 6.34 -9.68 5.00 0.353
O 5.69 -9.38 6.21 -0.399
H 4.78 -11.60 4.01 0.449
H 5.74 -13.02 4.62 0.442
H 4.97 -11.90 5.69 0.256
H 7.92 -12.58 5.84 0.692
H 8.56 -10.93 6.08 -0.353
H 7.09 -11.48 6.91 -0.159
H 8.21 -12.14 3.70 0.410
H 6.98 -11.75 2.65 0.494
H 9.27 -10.05 3.73 0.084
H 8.89 -10.36 2.09 0.470
H 6.85 -8.83 2.26 0.302
H 8.32 -8.09 2.83 0.497
H 9.01 -8.83 5.44 0.211
H 7.73 -7.98 6.41 -0.029
H 8.73 -7.17 5.16 0.545
H 6.81 -6.52 3.91 0.384
H 5.64 -7.05 5.20 0.267
H 5.37 -7.62 3.61 0.540
H 6.26 -9.75 6.92 0.028
C 6.85 -7.18 9.26 -1.342
C 6.57 -8.12 10.43 2.075
C 7.90 -8.61 11.02 0.041
C 5.92 -7.20 11.52 -1.653
C 5.14 -7.96 12.57 0.174
C 4.16 -8.89 11.89 -1.672
C 4.79 -9.91 10.90 1.888
C 5.52 -10.98 11.74 -0.168
C 3.57 -10.45 10.18 -2.024
N 5.63 -9.15 9.97 -0.101
O 6.10 -9.98 8.93 0.193
H 7.42 -6.30 9.57 0.562
H 7.43 -7.67 8.47 -0.734
H 5.96 -6.81 8.77 0.566
H 8.38 -9.27 10.29 -0.702
H 8.53 -7.73 11.11 0.771
H 7.88 -9.20 11.94 -0.705
H 6.74 -6.67 12.01 0.328
H 5.32 -6.41 11.06 0.410
H 5.82 -8.42 13.30 -0.338
H 4.54 -7.27 13.18 0.562
H 3.43 -8.26 11.38 0.397
H 3.55 -9.44 12.62 0.522
H 6.13 -10.45 12.46 -0.718
H 6.17 -11.56 11.09 -0.356
H 4.80 -11.60 12.29 0.694
H 2.86 -10.98 10.82 0.415
H 3.92 -11.19 9.44 0.194
H 3.02 -9.70 9.61 0.381
H 6.84 -10.48 9.33 -0.070
C 4.87 -17.58 10.72 -1.862
C 5.05 -16.07 10.45 1.858
C 4.07 -15.28 11.33 -1.774
C 6.44 -15.61 10.94 -1.119
C 7.59 -15.94 10.00 0.219
C 7.23 -15.30 8.67 -0.730
C 5.91 -15.71 8.02 1.796
C 5.72 -14.63 6.98 -1.889
C 6.04 -17.11 7.41 -1.890
N 4.89 -15.70 9.05 0.669
O 3.57 -15.90 8.56 -0.533
H 5.22 -17.88 11.70 0.369
H 3.81 -17.81 10.58 0.381
H 5.44 -18.13 9.96 0.356
H 4.51 -15.09 12.31 0.354
H 3.90 -14.29 10.91 0.428
H 3.10 -15.74 11.55 0.287
H 6.43 -14.56 11.26 -0.417
H 6.68 -16.08 11.90 0.855
H 8.50 -15.47 10.38 -0.860
H 7.77 -17.01 9.86 0.714
H 8.09 -15.33 7.98 0.915
H 7.28 -14.21 8.82 -0.732
H 6.48 -14.62 6.20 0.372
H 5.76 -13.64 7.44 0.047
H 4.79 -14.66 6.41 0.617
H 5.16 -17.39 6.82 0.403
H 6.17 -17.99 8.04 0.308
H 6.92 -17.19 6.76 0.388
H 3.09 -15.17 8.97 0.352
C 9.82 -13.61 18.39 -2.038
C 8.36 -13.37 17.97 1.445
C 7.52 -14.63 18.24 -1.742
C 7.91 -12.27 18.93 -1.104
C 6.85 -11.29 18.38 -1.185
C 7.00 -10.97 16.91 -0.709
C 7.20 -12.17 16.00 1.552
C 5.89 -12.96 15.86 -1.951
C 7.65 -11.65 14.62 -0.130
N 8.30 -12.95 16.58 1.171
O 8.79 -13.90 15.67 -0.379
H 10.06 -13.71 19.45 0.382
H 10.31 -14.44 17.86 0.429
H 10.36 -12.69 18.15 0.301
H 7.34 -14.85 19.29 0.405
H 6.51 -14.50 17.86 0.427
H 7.85 -15.55 17.75 0.264
H 7.53 -12.65 19.88 0.320
H 8.71 -11.62 19.28 0.441
H 5.84 -11.68 18.52 0.415
H 6.86 -10.41 19.02 0.472
H 7.85 -10.30 16.75 0.176
H 6.12 -10.35 16.66 0.411
H 6.06 -13.98 15.50 0.413
H 5.21 -12.40 15.21 0.350
H 5.31 -12.97 16.79 0.334
H 7.14 -10.73 14.34 -0.427
H 7.50 -12.34 13.80 -0.371
H 8.71 -11.40 14.79 -0.875
H 9.75 -13.87 15.76 0.273
C 14.77 -8.52 7.91 -1.900
C 13.59 -9.42 7.54 1.752
C 14.05 -10.23 6.33 -1.667
C 13.38 -10.46 8.67 0.201
C 12.75 -9.78 9.92 0.144
C 11.40 -9.18 9.46 0.393
C 11.42 -8.24 8.25 1.196
C 10.01 -8.19 7.71 -1.714
C 11.81 -6.82 8.69 -2.004
N 12.30 -8.81 7.23 1.043
O 12.30 -8.04 6.03 -0.538
H 15.00 -7.91 7.03 0.434
H 14.52 -7.82 8.72 0.319
H 15.60 -9.10 8.29 0.422
H 15.09 -10.54 6.45 0.431
H 13.49 -11.15 6.17 0.026
H 13.97 -9.64 5.41 0.448
H 12.64 -11.21 8.38 -1.576
H 14.30 -10.96 8.95 0.859
H 12.51 -10.50 10.70 -0.610
H 13.42 -9.01 10.31 0.521
H 11.07 -8.57 10.31 -0.029
H 10.65 -9.96 9.33 -0.984
H 9.46 -9.12 7.54 -0.100
H 9.92 -7.63 6.77 0.833
H 9.37 -7.70 8.45 0.212
H 12.88 -6.70 8.89 0.303
H 11.28 -6.45 9.57 0.239
H 11.62 -6.09 7.89 0.468
H 12.80 -7.24 6.28 0.380
C 11.29 -6.70 13.35 -1.610
C 10.68 -7.48 14.54 2.325
C 10.27 -6.48 15.59 -2.040
C 9.38 -8.20 14.08 -1.974
C 9.71 -9.51 13.40 2.676
C 10.52 -10.38 14.33 -1.469
C 11.86 -9.78 14.71 2.569
C 12.40 -10.58 15.90 -1.982
C 12.89 -9.86 13.58 -0.579
N 11.67 -8.39 15.16 0.109
O 12.83 -7.69 15.51 -0.513
H 10.63 -6.43 12.52 0.284
H 11.71 -5.76 13.71 0.451
H 12.15 -7.12 12.81 0.174
H 11.11 -5.86 15.91 0.393
H 9.59 -5.74 15.15 0.406
H 9.82 -6.96 16.46 0.396
H 8.68 -8.34 14.91 0.325
H 8.87 -7.50 13.41 0.294
H 8.87 -10.06 12.97 -0.185
H 10.27 -9.13 12.53 -0.659
H 10.73 -11.32 13.81 -0.358
H 9.91 -10.53 15.22 0.834
H 12.30 -11.66 15.72 0.181
H 11.79 -10.37 16.78 0.412
H 13.43 -10.40 16.18 0.427
H 12.94 -9.03 12.87 -0.121
H 12.69 -10.72 12.93 -0.734
H 13.92 -10.01 13.91 0.594
H 13.28 -7.55 14.66 0.416
C 10.44 -15.21 12.38 -1.336
C 11.56 -15.69 11.40 2.010
C 11.24 -17.02 10.74 -1.712
C 11.71 -14.72 10.20 -0.988
C 12.32 -13.39 10.58 2.230
C 13.65 -13.59 11.27 -1.694
C 13.59 -14.58 12.45 1.752
C 15.05 -14.90 12.79 -2.089
C 12.99 -13.91 13.71 -1.344
N 12.86 -15.80 12.08 0.401
O 12.91 -16.77 13.12 -0.493
H 9.53 -15.80 12.35 0.391
H 10.74 -15.29 13.42 0.625
H 10.14 -14.19 12.15 -0.192
H 10.27 -16.88 10.26 0.177
H 11.98 -17.28 9.98 0.404
H 11.20 -17.79 11.52 0.568
H 12.21 -15.27 9.41 0.786
H 10.68 -14.44 9.95 -0.501
H 12.43 -12.70 9.75 -0.159
H 11.61 -12.94 11.29 -1.410
H 14.02 -12.67 11.74 0.373
H 14.40 -13.93 10.55 0.452
H 15.19 -15.36 13.77 0.386
H 15.64 -13.98 12.80 0.352
H 15.40 -15.60 12.02 0.498
H 12.03 -13.49 13.38 -0.196
H 13.60 -13.10 14.12 0.558
H 12.79 -14.60 14.53 0.505
H 13.34 -17.51 12.67 0.366
C 9.32 -11.83 10.66 0.900
O 8.79 -11.55 9.37 2.869
H 9.82 -12.80 10.74 0.186
H 10.04 -11.06 10.97 -0.857
H 8.53 -11.80 11.41 -0.893
H 9.56 -11.68 8.79 -1.924
C 11.30 -13.19 6.75 -1.151
O 11.15 -12.01 7.53 0.501
H 10.90 -14.08 7.23 0.141
H 10.82 -13.09 5.77 0.262
H 12.37 -13.37 6.58 0.348
H 11.37 -11.28 6.94 -0.188
```

HOMO level = -7.52 eV
E = -98539.6739 eV
Molecular weight = 1164.88 g mol⁻¹
SMILES = CC1(C)CCCC(C)(C)N1O.CC1(C)CCCC(C)(C)N1O.CC1(C)CCCC(C)(C)N1O.CC1(C)CCCC(C)(C)N1O.CC1(C)CCCC(C)(C)N1O.CC1(C)CCCC(C)(C)N1O.CC1(C)CCCC(C)(C)N1O.CO.CO

[5]
Molecular formula: C49H44N3O24
Method: DFT, ωB97M-V/def2-TZVPD

XYZ file:
```
120
Properties=species:S:1:pos:R:3:mulliken_charge:R:1
N -2.82 1.87 -6.56 -0.255
C -1.73 1.16 -6.23 0.252
N -1.92 -0.07 -5.71 -0.174
C -1.06 -0.43 -4.57 -0.384
C 0.37 -0.03 -4.86 -1.106
C 0.48 1.42 -5.35 -0.149
C 0.27 2.37 -4.14 -0.447
C -0.46 3.68 -4.43 -0.540
C -0.61 4.53 -3.16 -1.511
C -1.38 3.79 -2.08 0.561
C -1.09 4.02 -0.74 -0.964
C -1.77 3.31 0.24 -0.501
C -2.74 2.38 -0.07 -0.430
C -3.07 2.16 -1.41 -0.873
C -2.38 2.87 -2.39 0.181
N -0.49 1.63 -6.45 -0.108
H -2.80 2.42 -7.40 0.180
H -3.67 1.83 -6.04 0.243
H -2.90 -0.25 -5.54 0.342
H -1.09 -1.50 -4.38 0.401
H -1.40 0.04 -3.65 0.126
H 0.92 -0.11 -3.93 0.433
H 0.83 -0.70 -5.59 0.418
H 1.49 1.54 -5.73 0.388
H 1.27 2.64 -3.79 0.295
H -0.18 1.80 -3.32 0.381
H -1.43 3.54 -4.90 0.213
H 0.14 4.26 -5.13 0.456
H 0.41 4.71 -2.79 0.434
H -1.05 5.50 -3.37 0.445
H -0.34 4.74 -0.43 0.411
H -1.55 3.49 1.29 0.357
H -3.28 1.80 0.67 0.824
H -3.81 1.43 -1.71 0.434
H -2.61 2.68 -3.43 0.391
H -0.50 2.58 -6.81 0.317
C -3.48 -0.80 3.65 -1.050
C -3.24 -1.62 4.69 0.318
C -2.43 -1.18 5.88 0.897
O -2.27 -1.97 6.79 -0.617
C -1.87 0.17 5.87 -0.804
C -2.10 0.98 4.83 0.107
C -2.94 0.54 3.66 1.223
O -3.12 1.34 2.75 -0.618
O -1.62 2.21 4.76 -0.451
O -3.70 -2.86 4.74 -0.583
H -4.06 -1.10 2.80 0.436
H -1.27 0.47 6.72 0.473
H -1.94 2.58 3.91 0.262
H -3.39 -3.23 5.59 0.372
C -1.55 -4.15 0.68 -1.046
C -0.47 -4.58 0.00 0.439
C 0.53 -3.60 -0.58 0.964
O 1.49 -4.03 -1.18 -0.567
C 0.28 -2.18 -0.40 -0.987
C -0.79 -1.76 0.28 0.119
C -1.78 -2.73 0.88 1.079
O -2.72 -2.27 1.50 -0.510
O -1.07 -0.47 0.47 -0.419
O -0.25 -5.87 -0.19 -0.566
H -2.27 -4.83 1.11 0.482
H 0.99 -1.49 -0.83 0.555
H -1.89 -0.44 0.99 0.148
H 0.60 -6.00 -0.69 0.420
C 3.40 -7.94 0.86 -0.901
C 4.56 -8.55 1.12 0.357
C 5.65 -8.67 0.09 1.018
O 6.68 -9.22 0.41 -0.605
C 5.39 -8.14 -1.24 -0.931
C 4.23 -7.54 -1.50 0.282
C 3.16 -7.39 -0.46 0.825
O 2.13 -6.82 -0.77 -0.580
O 3.94 -7.02 -2.70 -0.597
O 4.84 -9.07 2.31 -0.635
H 2.61 -7.85 1.59 0.492
H 6.17 -8.24 -1.98 0.447
H 3.04 -6.65 -2.62 0.340
H 5.75 -9.44 2.25 0.309
C 0.04 6.45 8.57 -1.005
C -1.01 6.81 9.32 0.333
C -2.35 6.16 9.17 0.965
O -3.25 6.53 9.90 -0.609
C -2.51 5.13 8.16 -0.798
C -1.46 4.77 7.41 -0.120
C -0.11 5.40 7.57 1.121
O 0.80 5.00 6.86 -0.637
O -1.54 3.83 6.46 -0.294
O -0.93 7.76 10.24 -0.557
H 1.02 6.91 8.67 0.425
H -3.49 4.68 8.05 0.442
H -0.64 3.77 6.08 0.409
H -1.82 7.82 10.64 0.366
C 7.30 -6.58 6.00 -1.031
C 6.97 -5.46 6.66 0.319
C 5.61 -4.83 6.52 0.994
O 5.38 -3.82 7.16 -0.618
C 4.65 -5.45 5.62 -0.930
C 4.98 -6.57 4.96 0.366
C 6.33 -7.22 5.12 1.004
O 6.56 -8.24 4.51 -0.597
O 4.14 -7.17 4.13 -0.517
O 7.81 -4.84 7.48 -0.559
H 8.27 -7.05 6.10 0.430
H 3.69 -4.98 5.52 0.444
H 4.60 -7.97 3.77 0.374
H 7.32 -4.06 7.82 0.362
C -3.49 5.57 -8.23 -0.935
C -4.17 6.50 -8.92 0.353
C -3.55 7.24 -10.08 0.894
O -4.24 8.05 -10.67 -0.579
C -2.17 6.94 -10.43 -0.836
C -1.50 6.01 -9.74 0.248
C -2.13 5.26 -8.60 0.909
O -1.45 4.41 -8.02 -0.537
O -0.23 5.70 -10.01 -0.576
O -5.42 6.83 -8.64 -0.554
H -3.92 5.03 -7.40 0.454
H -1.73 7.48 -11.25 0.444
H 0.02 5.01 -9.37 0.324
H -5.67 7.52 -9.28 0.368
```

HOMO level = -10.69 eV
E = -105129.0972 eV
Net charge = +1
Molecular weight = 1058.89 g mol⁻¹

[6]
Molecular formula: C3H8CsO
Method: DFT, ωB97M-V/def2-TZVPD

XYZ file:
```
13
Properties=species:S:1:pos:R:3:mulliken_charge:R:1
Cs 2.49 -2.02 -1.43 1.019
C 0.59 0.84 -0.79 -1.392
C -0.53 0.40 0.14 0.780
C -0.48 -1.05 0.58 -1.154
O -0.44 1.28 1.26 -0.558
H 0.43 1.89 -1.05 0.283
H 0.59 0.25 -1.72 0.318
H 1.59 0.79 -0.35 0.301
H -1.47 0.55 -0.40 0.239
H 0.49 -1.34 0.98 0.233
H -0.76 -1.71 -0.26 0.295
H -1.20 -1.22 1.37 0.287
H -1.31 1.36 1.67 0.350
```

HOMO level = -13.58 eV
E = -5830.5889 eV
Net charge = +1
Molecular weight = 193.00 g mol⁻¹

[7]
Molecular formula: C4H13NO2
Method: DFT, ωB97M-V/def2-TZVPD

XYZ file:
```
20
Properties=species:S:1:pos:R:3:mulliken_charge:R:1
C 1.25 0.47 -0.38 -0.230
N 0.71 0.52 0.77 -0.440
C -0.49 -0.02 1.13 -0.438
C -1.31 -1.05 0.23 -0.185
C -2.82 -1.07 0.43 -1.113
H 0.91 -0.12 -1.22 0.194
H 2.20 1.03 -0.56 0.229
H -0.46 -0.42 2.10 0.340
H -1.15 0.95 1.30 0.241
H -1.10 -0.81 -0.77 0.322
H -1.09 -2.15 0.61 0.194
H -3.42 -1.75 1.08 0.323
H -3.10 -0.21 1.00 0.279
H -3.52 -1.28 -0.44 0.285
O 3.76 -3.95 -2.13 -0.651
H 3.62 -4.31 -3.02 0.322
H 3.67 -4.79 -1.56 0.329
O 0.56 6.19 0.22 -0.591
H 1.39 5.91 0.38 0.289
H 0.39 6.84 0.83 0.302
```

HOMO level = -9.13 eV
E = -9941.0880 eV
Molecular weight = 107.15 g mol⁻¹
SMILES = C=NCCC.O.O